1.
14
Properties=species:S:1:pos:R:3 method="wB97M-V/def2-TZVPD" e_lumo_ha="-0.011 / -0.010" homo_ev="-7.963 / -8.076" homo_lumo_gap_ev="7.6 / 7.8" total_charge=0
C -1.252 -0.943 0.117
C -1.219 0.424 -0.588
O -1.051 1.514 0.309
C 0.404 1.351 0.612
C 0.586 0.179 1.417
N 0.212 -0.702 0.426
C 0.313 0.271 -0.611
H -1.857 -1.097 1.010
H -1.349 -1.777 -0.582
H -1.876 0.663 -1.425
H 0.888 2.318 0.713
H 2.843 -1.248 -1.985
H 1.113 -0.081 2.328
H 2.246 -0.873 -1.740

=====

2.
14
Properties=species:S:1:pos:R:3 method="wB97M-V/def2-TZVPD" e_lumo_ha=-0.010 homo_ev=-8.894 homo_lumo_gap_ev=8.6 total_charge=0
C -0.902 -1.052 0.546
C -0.701 0.421 0.165
C 0.686 0.688 -0.373
C 2.605 0.045 0.044
O 1.524 0.406 0.775
C -1.664 0.850 -0.851
N -2.398 1.183 -1.673
H -1.918 -1.204 0.916
H -0.196 -1.340 1.329
H -0.752 -1.707 -0.319
H -0.804 1.056 1.048
H 0.863 -0.016 -1.208
H 0.898 1.692 -0.742
H 2.760 -1.022 0.341

=====

3.
14
Properties=species:S:1:pos:R:3 method="wB97M-V/def2-TZVPD" e_lumo_ha=0.024 smiles="C[N@+]12CC([O-])=C1C2" homo_ev=-8.040 homo_lumo_gap_ev=8.7 total_charge=0
O 0.286 2.030 2.196
C 0.113 1.237 1.307
C 1.105 0.608 0.302
N -0.018 -0.200 -0.230
C 0.004 -1.640 -0.434
C -1.040 0.412 0.857
C -1.144 0.647 -0.614
H 1.875 -0.028 0.743
H 1.545 1.274 -0.448
H 0.897 -2.050 0.044
H 0.010 -1.901 -1.496
H -0.879 -2.057 0.056
H -1.914 0.102 -1.161
H -0.840 1.567 -1.123

=====

4.
14
Properties=species:S:1:pos:R:3 method="wB97M-V/def2-TZVPD" e_lumo_ha=-0.002 homo_ev=-7.949 homo_lumo_gap_ev=7.9 total_charge=0
C 2.704 -0.206 -0.110
C 0.434 -1.004 -0.205
C 0.147 0.569 -0.394
C 2.308 1.150 0.531
C -1.225 0.929 0.150
N 1.893 -1.203 -0.209
O 1.099 1.326 0.487
H 3.796 -0.357 -0.339
H -0.126 -1.255 0.770
H 0.081 -1.554 -1.037
H 0.481 0.797 -1.471
H -1.758 0.144 -0.290
H -1.419 1.940 -0.187
H -1.022 0.704 1.252

=====

5.
14
Properties=species:S:1:pos:R:3 method="wB97M-V/def2-TZVPD" e_lumo_ha=0.026 smiles="C[C@H](C#N)CC=O" homo_ev=-10.488 homo_lumo_gap_ev=11.2 total_charge=0
C -1.069 -1.040 0.480
C -0.548 0.318 0.027
C 0.863 0.325 -0.542
C 1.933 0.108 0.483
O 1.727 0.031 1.670
C -1.455 0.885 -0.965
N -2.219 1.568 -1.490
H -2.094 -0.948 0.860
H -0.428 -1.434 1.264
H -1.087 -1.716 -0.378
H -0.579 1.015 0.892
H 0.937 -0.434 -1.327
H 1.067 1.286 -1.042
H 2.954 0.035 0.068

=====

6.
14
Properties=species:S:1:pos:R:3 method="wB97M-V/def2-TZVPD" e_lumo_ha=0.038 smiles=Cc1occc1N homo_ev=-7.991 homo_lumo_gap_ev=9.0 total_charge=0
C 0.036 1.594 1.117
C -0.280 0.558 0.118
C 0.242 -0.667 -0.055
N 1.074 -1.383 0.823
C -0.136 -1.137 -1.348
C -1.063 -0.211 -1.778
O -1.175 0.799 -0.892
H 0.993 1.330 1.583
H 0.135 2.580 0.652
H -0.738 1.632 1.883
H 1.191 -2.335 0.481
H 0.572 -1.443 1.699
H 0.908 -1.193 -1.681
H -1.760 -0.123 -2.602

=====

7.
14
Properties=species:S:1:pos:R:3 method="wB97M-V/def2-TZVPD" e_lumo_ha=0.028 homo_ev=-9.570 homo_lumo_gap_ev=10.3 total_charge=0
O 1.621 -0.301 -1.209
C 1.116 -0.210 0.104
C 0.452 1.105 0.353
C -0.972 0.946 -0.081
C -1.244 -0.492 -0.491
C -0.287 -0.781 0.630
N -0.550 0.566 1.294
H 2.466 -0.766 -1.249
H 1.702 -0.699 0.868
H 0.864 2.105 0.470
H -1.604 1.809 -0.255
H -0.910 -0.852 -1.468
H -2.270 -0.782 -0.261
H -0.384 -1.648 1.297

=====

8.
14
Properties=species:S:1:pos:R:3 method="wB97M-V/def2-TZVPD" e_lumo_ha=0.027 homo_ev=-7.243 homo_lumo_gap_ev=8.0 total_charge=0
O -0.876 -2.162 1.037
C -0.552 -1.224 0.348
C -1.401 -0.088 -0.144
C -0.745 1.195 0.318
C 0.573 1.359 0.094
C 1.406 0.325 -0.446
N 0.804 -1.102 -0.087
H -2.418 -0.222 0.228
H -1.431 -0.125 -1.249
H -1.364 1.972 0.753
H 1.048 2.324 0.269
H 2.467 0.284 -0.217
H 0.946 -0.878 -1.165
H 1.437 -1.769 0.343

=====

9.
15
Properties=species:S:1:pos:R:3 method="wB97M-V/def2-TZVPD" e_lumo_ha=0.022 homo_ev=-8.188 homo_lumo_gap_ev=8.8 total_charge=0
C 0.874 1.860 2.230
C 0.138 1.879 0.996
C -0.461 0.663 -0.736
C -0.914 -0.523 -1.206
C 0.604 -2.488 -0.602
H 0.554 2.737 2.948
H 1.785 1.232 2.422
H -0.704 2.593 0.688
H -1.262 1.276 -1.099
H -2.008 -0.489 -1.638
H -0.823 -2.373 -1.990
H 0.780 -1.958 0.483
N -0.411 -1.798 -1.393
O 0.459 0.838 0.086
O 1.390 -3.448 -1.190

=====

10.
15
Properties=species:S:1:pos:R:3 method="wB97M-V/def2-TZVPD" e_lumo_ha="0.013 / 0.001" homo_ev="-7.347 / -8.177" homo_lumo_gap_ev="7.7 / 8.2" total_charge=0
C -1.682 0.311 0.468
C -0.174 -2.147 -0.756
C -0.373 0.180 -0.119
C 0.709 0.073 -0.666
C 1.360 2.421 0.896
O 0.948 -2.735 -1.221
N 0.646 2.316 -0.124
O -1.211 -2.709 -0.566
H 0.766 -3.686 -1.377
H 1.658 -0.044 -1.133
H -2.243 -0.607 0.273
H -2.199 1.161 0.018
H -1.612 0.465 1.546
H 1.713 1.583 1.522
H 1.692 3.417 1.239

=====

11.
15
Properties=species:S:1:pos:R:3 method="wB97M-V/def2-TZVPD" e_lumo_ha=0.018 smiles="O=C1CN2C[C@@H]2[C@@H]1O" homo_ev=-8.717 homo_lumo_gap_ev=9.2 total_charge=0
C -1.023 0.226 0.884
C 0.117 -0.730 0.481
C 0.409 -1.654 -0.624
C 0.955 0.987 -0.593
C -0.112 1.421 0.554
H -2.002 -0.532 -0.840
H -1.314 0.456 1.903
H 0.982 -0.623 1.176
H 1.326 -2.171 -0.691
H -0.519 -2.079 -1.114
H 1.047 1.503 -1.499
H 2.036 0.842 -0.004
N 0.404 -0.217 -0.775
O -2.159 0.063 0.017
O -0.147 2.508 1.125

=====

12.
15
Properties=species:S:1:pos:R:3 method="wB97M-V/def2-TZVPD" e_lumo_ha=0.002 smiles="NC1=C(C=O)COC1" homo_ev=-9.236 homo_lumo_gap_ev=9.3 total_charge=0
C 0.598 0.732 0.068
C -0.449 -0.090 0.035
C 0.075 -1.451 0.315
C 1.866 -0.107 0.049
C -1.819 0.363 0.085
H -0.224 2.365 -0.271
H 1.466 2.445 -0.679
H 0.209 -1.873 1.453
H -0.467 -2.060 -0.336
H 2.313 0.111 1.116
H 2.690 0.315 -0.603
H -1.956 1.530 0.501
N 0.708 2.117 0.056
O 1.498 -1.439 -0.390
O -2.825 -0.353 -0.221

=====

13.
15
Properties=species:S:1:pos:R:3 method="wB97M-V/def2-TZVPD" e_lumo_ha=0.016 homo_ev=-9.188 homo_lumo_gap_ev=9.6 total_charge=0
C 1.506 -0.703 0.046
C 0.016 -0.486 -0.054
C -0.426 0.484 0.976
C -0.085 0.726 -1.125
C -0.858 -1.613 -0.015
H 2.139 0.214 0.912
H -0.139 0.070 2.135
H -1.848 0.647 0.707
H 0.153 2.732 0.081
H 0.726 0.803 -1.939
H -1.227 1.278 -1.431
H -0.495 -2.562 0.149
N 0.427 1.568 0.023
O 2.088 -1.732 -0.212
O -1.978 -1.427 -0.253

=====

14.
15
Properties=species:S:1:pos:R:3 method="wB97M-V/def2-TZVPD" e_lumo_ha=0.024 homo_ev=-8.266 homo_lumo_gap_ev=8.9 total_charge=0
C 0.060 1.724 0.362
C 0.558 0.505 0.134
C 2.163 -0.165 -0.039
C -1.310 1.140 0.246
C -1.103 -1.284 -0.625
N -0.605 -0.231 0.194
O 2.886 0.461 -0.724
O 2.467 -1.137 0.862
H 0.492 2.686 0.346
H -1.932 1.185 1.087
H -1.752 1.436 -0.595
H -0.407 -2.200 -0.808
H -2.078 -1.677 -0.291
H -1.276 -1.066 -1.720
H 1.837 -1.377 1.572

=====

15.
15
Properties=species:S:1:pos:R:3 method="wB97M-V/def2-TZVPD" e_lumo_ha=0.032 homo_ev=-9.326 homo_lumo_gap_ev=10.2 total_charge=0
C 0.286 0.936 0.555
C -0.796 -0.402 0.530
C 0.918 -0.461 -0.086
C 0.174 -0.711 -1.379
C -1.156 -0.328 -0.966
H 0.593 0.685 2.646
H 1.818 1.312 1.798
H 0.130 1.680 -0.340
H -1.831 -0.385 1.062
H 1.875 -0.806 0.037
H 0.816 -1.339 -2.010
H -1.882 -0.861 -1.552
N 0.608 1.438 1.903
O 0.200 -1.259 0.880
O -0.491 0.688 -1.741

=====

16.
15
Properties=species:S:1:pos:R:3 method="wB97M-V/def2-TZVPD" e_lumo_ha=0.011 smiles="CC(=O)[N+]([O-])=C1CC1" homo_ev=-8.407 homo_lumo_gap_ev=8.7 total_charge=0
C -1.024 -0.055 -0.046
C 1.518 0.504 -0.077
C -2.391 -0.403 0.112
C -1.958 1.081 0.249
C 2.669 -0.458 -0.113
N 0.196 -0.419 0.001
O 0.474 -1.703 -0.100
O 1.429 1.681 -0.124
H -2.784 -0.542 -0.895
H -2.766 -1.145 0.796
H -1.786 1.789 1.095
H -2.391 1.603 -0.664
H 2.669 -1.031 -0.938
H 2.563 -1.181 0.721
H 3.583 0.280 -0.017

=====

Per-record energy relative to the best compared isomer or geometry (same formula, charge and spin), kJ/mol: 759.9, 475.6, 404.8, 455.5, 81.4, 253.1, 328.5, 359.6, 512.0, 655.7, 494.5, 305.4, 725.0, 327.5, 685.2, 473.0